Density functional theory data (ωB97M-V with the def2-TZVPD basis set) for a single C2H4N4 molecule in a non-equilibrium geometry.

Computed properties:
2S+1 = 1
Orbital gap = 9.515 eV
HOMO = -8.5 eV

```
10
Properties=species:S:1:pos:R:3:mulliken_charge:R:1
N 2.03827 -0.09968 0.14388 -0.202
C 0.78397 0.35219 0.26004 -0.398
N -1.85436 1.40260 0.17403 -0.310
C -2.08560 0.23838 0.53907 0.248
N -1.42735 -0.03454 -0.64893 -0.509
N -0.04575 -0.33941 -0.56642 0.072
H 2.29926 -0.98733 -0.27987 0.216
H 2.74351 0.39834 0.66101 0.260
H -2.70453 -0.31871 1.22489 0.303
H 0.25259 -0.61184 -1.50770 0.319
```